Entry 1:
DFT (ωB97M-V with the def2-TZVPD basis set) results for a molecular structure, C5H6N.

Computed properties:
**Highest occupied orbital energy**: -14.602 eV
**Relative energy (zero: lowest compared OMol25 entry of this formula, charge and spin)**: 661.53 kJ/mol
**M**: 80.11 u
**HOMO-LUMO gap**: 9.05 eV
**Calculated total energy**: -248.3637 hartree

```
! wB97M-V def2-TZVPD RIJCOSX def2/J DEFGRID3
* xyz 1 1
C 1.094 0.791 -0.097
C -1.509 0.467 0.088
C 0.833 -0.488 0.600
C -0.176 0.383 -0.847
C -0.612 -0.671 0.538
N 0.037 -1.105 -0.633
H 1.000 1.643 0.545
H 1.911 0.711 -0.865
H -1.545 1.163 0.906
H -2.457 0.057 -0.336
H 1.416 -1.003 1.214
H 0.008 -1.948 -1.113
*
```

Entry 2:
DFT (ωB97M-V with the def2-TZVPD basis set) results for 3 unconnected molecules or ions with the total composition C2H9O3.

Computed properties:
**Highest occupied orbital energy**: -4.061 eV
**Relative energy (zero: lowest compared OMol25 entry of this formula, charge and spin)**: 78.82 kJ/mol
**M**: 81.09 u
**HOMO-LUMO gap**: 8.32 eV
**Calculated total energy**: -307.3165 hartree

```
! wB97M-V def2-TZVPD RIJCOSX def2/J DEFGRID3
* xyz -1 1
C 0.715 -1.639 -0.394
O 0.983 -0.837 0.673
C -0.805 -2.175 -0.158
H 0.946 -1.101 -1.389
H 1.487 -2.424 -0.213
H -1.464 -1.366 -0.035
H -1.176 -2.901 -0.911
H -0.626 -2.790 0.788
H -0.176 2.318 -0.341
H 0.936 3.062 0.310
O 0.261 3.298 -0.302
H -1.608 0.969 0.833
H 0.358 -0.076 0.695
O -1.012 0.939 0.075
*
```

Entry 3:
DFT (ωB97M-V with the def2-TZVPD basis set) results for a single C2H4FPS molecule.

Computed properties:
**Highest occupied orbital energy (spin up / spin down)**: -6.198 / -10.086 eV
**Relative energy (zero: lowest compared OMol25 entry of this formula, charge and spin)**: 163.09 kJ/mol
**M**: 110.09 u
**HOMO-LUMO gap (spin up / spin down)**: 6.89 / 8.16 eV
**Calculated total energy**: -917.8553 hartree

```
! wB97M-V def2-TZVPD RIJCOSX def2/J DEFGRID3
* xyz 0 3
C -1.240 0.123 -0.049
C 1.773 0.234 -0.096
F -1.060 1.434 0.123
P -2.912 -0.437 -0.019
S 0.190 -0.832 -0.029
H 2.116 0.354 0.998
H 2.527 -0.265 -0.692
H 1.426 1.264 -0.412
H -2.820 -1.874 0.178
*
```

Entry 4:
DFT (ωB97M-V with the def2-TZVPD basis set) results for a molecular structure, C27H26NOPSSiTi.

Computed properties:
**Highest occupied orbital energy (spin up / spin down)**: -10.708 / -11.032 eV
**Relative energy (zero: lowest compared OMol25 entry of this formula, charge and spin)**: 0.00 kJ/mol
**M**: 519.51 u
**HOMO-LUMO gap (spin up / spin down)**: 7.33 / 6.85 eV
**Calculated total energy**: -3052.8467 hartree

```
! wB97M-V def2-TZVPD RIJCOSX def2/J DEFGRID3
* xyz 1 2
Ti -0.461 0.528 0.046
C 3.216 3.868 -3.866
Si 3.424 3.794 -2.031
C 4.536 2.399 -1.551
C 4.125 5.378 -1.380
C 1.672 3.660 -1.295
C 0.907 4.822 -1.215
C -0.385 4.834 -0.692
C -0.900 3.652 -0.233
N -0.201 2.508 -0.303
C 1.041 2.492 -0.832
S 1.682 0.841 -0.885
H 4.174 4.073 -4.356
H 2.512 4.653 -4.159
H 2.842 2.911 -4.247
H 5.564 2.684 -1.804
H 4.294 1.478 -2.086
H 4.498 2.191 -0.477
H 5.136 5.522 -1.778
H 4.196 5.350 -0.288
H 3.537 6.256 -1.663
H 1.327 5.760 -1.571
H -0.964 5.745 -0.634
H -1.881 3.592 0.217
O -0.026 0.974 1.908
C 0.026 -0.264 1.741
C 0.023 -1.320 2.730
C 0.242 -1.064 4.084
C 0.214 -2.104 4.994
C -0.042 -3.392 4.539
C -0.277 -3.646 3.194
C -0.258 -2.614 2.260
P -0.370 -3.050 0.463
C -1.718 -4.288 0.436
C -1.642 -5.244 -0.578
C -2.674 -6.159 -0.766
C -3.787 -6.126 0.061
C -3.868 -5.185 1.083
C -2.841 -4.271 1.269
C -1.278 -1.603 -0.261
C -0.886 -1.129 -1.512
C -1.464 0.044 -2.068
C -2.438 0.739 -1.354
C -2.847 0.281 -0.093
C -2.270 -0.878 0.447
H 0.444 -0.048 4.400
H 0.392 -1.919 6.046
H -0.058 -4.215 5.244
H -0.478 -4.662 2.872
H -0.764 -5.280 -1.216
H -2.601 -6.903 -1.551
H -4.592 -6.837 -0.084
H -4.733 -5.167 1.736
H -2.911 -3.555 2.081
H -0.128 -1.664 -2.061
H -1.163 0.379 -3.045
H -2.890 1.622 -1.776
H -3.622 0.798 0.448
H -2.602 -1.242 1.408
*
```

Entry 5:
DFT (ωB97M-V with the def2-TZVPD basis set) results for a single C3H3NO molecule.

Computed properties:
**Highest occupied orbital energy**: -9.360 eV
**Relative energy (zero: lowest compared OMol25 entry of this formula, charge and spin)**: 173.62 kJ/mol
**M**: 69.06 u
**HOMO-LUMO gap**: 10.31 eV
**Calculated total energy**: -246.0254 hartree

```
! wB97M-V def2-TZVPD RIJCOSX def2/J DEFGRID3
* xyz 0 1
O -0.114 -1.444 -0.031
C 0.644 -0.519 0.645
C 0.246 0.712 0.308
N -0.824 0.494 -0.598
C -1.028 -0.842 -0.812
H 1.400 -0.923 1.297
H 0.545 1.664 0.732
H -0.868 0.858 -1.541
*
```

Entry 6:
DFT (ωB97M-V with the def2-TZVPD basis set) results for 10 unconnected molecules or ions with the total composition C10H40N20O10.

Computed properties:
**Highest occupied orbital energy**: -8.255 eV
**Relative energy (zero: lowest compared OMol25 entry of this formula, charge and spin)**: 185.51 kJ/mol
**M**: 600.56 u
**HOMO-LUMO gap**: 8.22 eV
**SMILES**: NC(N)=O.NC(N)=O.NC(N)=O.NC(N)=O.NC(N)=O.NC(N)=O.NC(N)=O.NC(N)=O.NC(N)=O.NC(N)=O
**Calculated total energy**: -2252.9483 hartree

```
! wB97M-V def2-TZVPD RIJCOSX def2/J DEFGRID3
* xyz 0 1
N -2.096 3.835 -2.256
C -1.008 3.044 -2.448
N 0.160 3.682 -2.297
O -0.993 1.814 -2.642
H -3.041 3.492 -2.181
H -1.875 4.785 -2.022
H 0.211 4.654 -2.045
H 1.039 3.203 -2.210
N 1.794 -1.456 4.165
C 3.036 -0.893 4.342
N 3.983 -1.896 4.418
O 3.336 0.289 4.352
H 1.935 -2.367 3.771
H 1.010 -0.888 3.886
H 3.632 -2.757 4.798
H 4.969 -1.715 4.433
N 3.834 -4.330 1.699
C 3.587 -3.131 1.155
N 4.573 -2.210 1.366
O 2.610 -2.863 0.456
H 3.114 -5.025 1.610
H 4.644 -4.491 2.267
H 4.466 -1.309 0.923
H 5.184 -2.338 2.148
N -3.229 2.855 0.723
C -2.715 3.548 1.777
N -2.043 4.659 1.391
O -2.818 3.187 2.946
H -3.615 1.932 0.929
H -3.344 3.254 -0.187
H -1.769 4.723 0.426
H -1.469 5.244 1.970
N 3.982 2.152 0.922
C 3.212 1.078 0.738
N 2.031 1.062 1.381
O 3.408 0.260 -0.189
H 4.899 2.079 0.514
H 3.677 2.723 1.692
H 1.345 0.394 1.044
H 1.558 1.885 1.719
N 0.389 -1.091 -0.050
C -0.463 -0.814 0.945
N -1.550 -0.195 0.398
O -0.297 -0.951 2.159
H 0.210 -0.741 -0.972
H 1.192 -1.703 0.038
H -2.319 0.085 0.993
H -1.655 0.032 -0.572
N 1.230 0.145 -3.575
C 0.634 -1.049 -3.556
N -0.700 -0.960 -3.365
O 1.322 -2.067 -3.753
H 2.236 0.127 -3.575
H 0.621 0.859 -3.203
H -1.270 -1.785 -3.315
H -1.152 -0.061 -3.210
N -5.387 -1.412 1.313
C -4.432 -0.620 1.912
N -3.777 -1.285 2.894
O -4.093 0.471 1.476
H -5.980 -1.969 1.904
H -5.756 -0.989 0.476
H -2.893 -0.883 3.189
H -3.649 -2.278 2.781
N 3.690 -2.610 -2.243
C 4.862 -2.513 -2.916
N 4.736 -2.429 -4.245
O 5.926 -2.414 -2.282
H 3.757 -2.384 -1.268
H 2.803 -2.677 -2.717
H 3.834 -2.568 -4.668
H 5.511 -2.121 -4.803
N -5.202 0.184 -1.829
C -5.873 1.331 -1.520
N -7.211 1.062 -1.318
O -5.381 2.394 -1.165
H -4.210 0.359 -1.748
H -5.706 -0.634 -2.105
H -7.525 0.139 -1.091
H -7.681 1.851 -0.900
*
```

Entry 7:
DFT (ωB97M-V with the def2-TZVPD basis set) results for 4 unconnected molecules or ions with the total composition C3H13NO3.

Computed properties:
**Highest occupied orbital energy**: -7.937 eV
**Relative energy (zero: lowest compared OMol25 entry of this formula, charge and spin)**: 232.29 kJ/mol
**M**: 111.14 u
**HOMO-LUMO gap**: 8.25 eV
**SMILES**: C=C(C)N.O.O.O
**Calculated total energy**: -402.4920 hartree

```
! wB97M-V def2-TZVPD RIJCOSX def2/J DEFGRID3
* xyz 0 1
C -0.298 0.940 -2.937
C -0.293 0.545 -1.594
C 0.823 -0.139 -0.795
N -1.444 0.592 -0.842
H -0.989 1.865 -3.222
H 0.684 0.521 -3.366
H 1.825 -0.070 -1.244
H 0.677 0.333 0.165
H 0.550 -1.164 -0.631
H -1.846 1.554 -0.850
H -1.265 0.217 0.085
O 2.859 2.931 3.165
H 2.634 2.943 4.111
H 3.455 2.126 3.156
O 2.362 -0.822 3.894
H 2.232 -0.154 3.228
H 2.886 -1.493 3.464
O -5.066 -3.256 -2.047
H -5.229 -4.020 -2.508
H -4.559 -3.450 -1.232
*
```

Entry 8:
DFT (ωB97M-V with the def2-TZVPD basis set) results for a molecular structure, C4H3N3O.

Computed properties:
**Highest occupied orbital energy**: -9.842 eV
**Relative energy (zero: lowest compared OMol25 entry of this formula, charge and spin)**: 470.99 kJ/mol
**M**: 109.09 u
**HOMO-LUMO gap**: 9.68 eV
**Calculated total energy**: -393.5400 hartree

```
! wB97M-V def2-TZVPD RIJCOSX def2/J DEFGRID3
* xyz 0 1
C 1.618 0.599 0.025
C 0.728 -1.425 -0.103
C -0.447 -0.644 -0.345
C -1.872 -0.453 -0.183
H -1.550 1.736 0.432
H 2.103 1.438 0.504
H 0.736 -2.427 -0.129
N 0.224 0.692 0.059
N 1.964 -0.716 -0.069
N -2.972 -0.546 0.141
O -0.533 1.747 -0.331
*
```

Entry 9:
DFT (ωB97M-V with the def2-TZVPD basis set) results for 7 unconnected molecules or ions with the total composition C7H16Cl10N2O4.

Computed properties:
**Highest occupied orbital energy**: -10.348 eV
**Relative energy (zero: lowest compared OMol25 entry of this formula, charge and spin)**: 0.00 kJ/mol
**M**: 546.75 u
**HOMO-LUMO gap**: 9.98 eV
**SMILES**: C[N+](=O)[O-].C[N+](=O)[O-].ClCCl.ClCCl.ClCCl.ClCCl.ClCCl
**Calculated total energy**: -5288.5130 hartree

```
! wB97M-V def2-TZVPD RIJCOSX def2/J DEFGRID3
* xyz 0 1
C -0.158 9.910 13.209
N 0.902 8.917 13.530
O 1.726 9.225 14.362
O 0.882 7.861 12.932
H 0.313 10.677 12.597
H -0.505 10.341 14.141
H -0.947 9.418 12.656
C 1.653 5.912 15.573
N 2.317 4.770 16.254
O 2.716 4.935 17.391
O 2.460 3.746 15.613
H 0.973 5.506 14.835
H 2.426 6.462 15.035
H 1.223 6.543 16.339
Cl 3.495 0.254 17.723
C 3.595 1.928 18.301
Cl 4.808 2.132 19.577
H 3.872 2.570 17.477
H 2.624 2.191 18.696
Cl 5.548 5.850 13.326
C 5.589 4.277 14.134
Cl 5.644 4.458 15.890
H 4.683 3.744 13.875
H 6.473 3.738 13.818
Cl -1.309 6.196 18.156
C -2.220 7.329 17.177
Cl -1.456 7.589 15.601
H -3.206 6.917 17.004
H -2.285 8.277 17.694
Cl 2.280 4.512 12.457
C 2.063 5.150 10.821
Cl 3.596 5.547 10.045
H 1.571 4.394 10.225
H 1.488 6.062 10.904
Cl 6.587 9.224 15.678
C 4.837 9.017 15.527
Cl 4.084 8.488 17.037
H 4.411 9.977 15.262
H 4.635 8.280 14.760
*
```